Entry 1:
The following is a quantum chemistry calculation of a gas-phase ion, C4H10N4O (charge +2) at a distorted geometry, from the Open Molecules 2025 dataset.

Last column: Mulliken charge in e.
Cartesian coordinates (Å):
O 0.25400 0.56411 -1.57604  -0.349
N 0.10322 -0.64209 -1.03499  -0.573
N 2.37171 -0.50362 -0.10646  -0.222
N -2.94180 -1.20048 0.14846  -0.371
N -1.69694 0.94209 -0.08087  -0.104
C 0.87753 -0.51978 0.17427  0.185
C 0.53208 0.81041 0.90066  -0.941
C -0.45189 1.58795 0.08563  0.010
C -2.18497 -0.12964 0.06871  0.596
H 0.72468 -1.21172 0.94053  0.350
H 2.78009 -0.70546 0.76514  0.352
H -2.57590 -2.03699 -0.23742  0.301
H 0.15064 0.68084 1.98410  0.411
H 1.31026 1.55686 0.97315  0.338
H 2.66636 -1.39364 -0.58174  0.380
H 2.62717 0.36098 -0.65372  0.390
H -3.63755 -1.39946 0.81529  0.276
H -0.50371 2.64136 -0.17154  0.494
H -0.40498 0.59827 -2.41317  0.477

The orbital gap (spin up / spin down) comes out at 0.324 / 0.286 Ha. The highest occupied orbital energy (spin up / spin down) is -17.81 / -16.87 eV. The value obtained for the LUMO energy (spin up / spin down) is -0.330 / -0.334 Eh. The charge is +2.

---

Entry 2:
The following is a quantum chemistry calculation of a molecular structure, C37H54N3OP2Ti at a distorted geometry, from the Open Molecules 2025 dataset.

Last column: Mulliken charge in e.
Cartesian coordinates (Å):
Ti -0.29312 0.21083 0.19955  -2.257
P -0.69464 2.44275 -0.77621  0.190
P -0.14954 -2.37452 0.16568  0.454
O -3.36289 -0.34653 -0.44660  -0.257
N -1.07952 0.38796 2.20537  1.549
N -0.14164 -0.14831 -1.98891  2.104
N 1.64199 -0.06663 0.30087  0.056
C 0.85824 -3.16094 1.58480  2.091
C 6.37864 -1.17857 -0.92010  -0.568
C -2.47310 -3.86347 0.44790  -1.023
C -1.26852 1.97990 -2.48012  -1.583
C -0.77848 1.42360 3.03954  -1.021
C -3.05650 -0.05641 3.47250  -0.946
C -2.19531 4.82637 -1.16146  -1.420
C -1.71460 1.84815 3.98489  -0.585
C -2.07270 -0.45580 2.58635  -0.788
C -2.21528 -0.20007 -0.22325  0.148
C 1.08068 -2.09509 2.67603  -1.528
C 5.80849 -0.52666 0.18575  -0.868
C 0.87056 4.47630 -1.93819  -1.465
C 3.60902 -1.06060 -0.66534  0.278
C 2.24251 -3.65701 1.11736  -1.440
C 0.90699 -1.50539 -3.64698  -0.449
C -2.02328 3.64819 -0.17544  2.453
C -0.59233 -4.89668 -0.97724  -1.519
C -4.06495 1.71131 4.93098  -1.550
C -1.35170 -3.60690 -0.59592  2.152
C -3.35531 2.87813 -0.03396  -1.753
C -1.98127 -2.99051 -1.86820  -1.479
C 1.00665 3.25408 -1.02367  1.888
C 0.61179 -1.21911 -2.32391  -0.722
C -0.58790 0.70275 -2.93810  -0.025
C 4.17251 -1.69184 -1.78969  -0.319
C -2.92839 1.17391 4.11512  0.697
C 1.18716 -1.97863 -1.15182  -1.127
C 1.50173 3.68488 0.36950  -1.713
C 0.09326 -4.33240 2.22237  -1.599
C 2.04680 2.29998 -1.67609  -1.606
C -0.33565 0.44924 -4.27861  -0.959
C 5.55958 -1.74600 -1.90518  -0.869
C 2.15398 -0.99085 -0.43902  0.064
C 4.42245 -0.43710 0.29306  -0.198
C 0.44049 -0.64135 -4.63119  -1.233
C -1.62412 4.17201 1.21826  -1.618
H -2.32131 -4.80714 0.98982  0.430
H 2.62048 -4.34342 1.89164  0.645
H 3.51660 -2.10482 -2.55394  0.395
H -0.72029 1.15401 -5.00735  0.627
H -3.31568 2.13555 0.77498  0.084
H 1.45627 2.86727 1.10695  0.223
H 0.47489 4.20746 -2.92832  0.385
H 7.46793 -1.25054 -1.01385  0.436
H 5.99384 -2.24325 -2.77251  0.481
H -3.25918 5.10472 -1.18732  0.418
H -3.44542 -3.92201 -0.06141  0.447
H 1.53127 -1.17187 2.29105  0.046
H 2.21337 -4.20677 0.16931  0.174
H -4.33777 0.99731 5.71988  0.400
H 2.55610 3.98224 0.27606  0.512
H 2.96180 -2.83182 1.03147  0.318
H -4.97246 1.87500 4.32817  0.342
H 1.50956 -2.38679 -3.87796  0.672
H -1.28581 -3.00620 -2.71632  0.419
H 0.20810 1.86817 2.94180  0.538
H 1.88622 4.87349 -2.08324  0.541
H 0.70608 -0.81492 -5.66955  0.528
H -2.54478 -3.04983 1.18233  0.150
H -0.98009 -5.76599 -0.42602  0.438
H 0.15199 -1.83284 3.19862  0.341
H 2.57417 2.84243 -2.48091  0.493
H 6.43873 -0.09286 0.95899  0.469
H -2.87875 -3.57276 -2.13382  0.722
H -3.78054 2.65911 5.39912  0.397
H -3.67403 2.38260 -0.95886  0.344
H -1.03446 2.79444 -3.19040  0.980
H 0.72953 -4.72735 3.03084  0.551
H -1.02695 5.09168 1.15694  0.353
H -0.09040 -5.15044 1.51404  0.378
H -1.49789 2.72190 4.59922  0.499
H 0.49084 -4.82544 -0.81118  0.340
H 0.26129 5.26697 -1.48654  0.331
H 0.93943 4.55027 0.74537  0.353
H -2.30909 -1.96258 -1.70750  -0.116
H -1.64325 5.71600 -0.82288  0.432
H -0.75166 -5.10047 -2.04710  0.375
H -0.85676 -4.01146 2.67290  0.298
H -1.06994 3.42532 1.80294  0.201
H 1.78515 -2.51483 3.41084  0.636
H -1.89244 4.58387 -2.18843  0.228
H 3.94117 0.10746 1.10748  0.408
H -2.06511 -1.46645 2.17492  0.251
H 1.60658 1.42028 -2.14896  0.188
H -4.13598 3.61171 0.22608  0.705
H 1.65793 -2.91478 -1.47289  1.722
H 2.77896 1.94811 -0.93914  0.307
H -2.53966 4.39900 1.78472  0.486
H -3.91082 -0.71528 3.63080  0.553
H -2.37055 1.86356 -2.49158  0.484

The orbital gap (spin up / spin down) comes out at 0.227 / 0.227 Ha. The highest occupied orbital energy (spin up / spin down) is -16.65 / -16.65 eV. The value obtained for the LUMO energy (spin up / spin down) is -0.385 / -0.385 Eh. The charge is +3.

---

Entry 3:
The following is a quantum chemistry calculation of 2 unconnected molecules or ions with the total composition CH4IN at a distorted geometry, from the Open Molecules 2025 dataset.

Last column: Löwdin spin population.
Cartesian coordinates (Å):
I -2.94534 -0.00930 0.05776  0.200
N -1.04086 -0.49519 0.63115  0.858
C -0.07294 0.47446 0.25585  0.112
H 0.03897 1.38178 0.84581  0.032
H 0.86177 0.07337 0.22924  0.006
H -0.11687 0.81847 -0.70087  0.021
H -0.95383 -1.93151 -0.93018  0.772

The orbital gap (spin up / spin down) comes out at 0.332 / 0.290 Ha. The highest occupied orbital energy (spin up / spin down) is -9.15 / -9.55 eV. The value obtained for the LUMO energy (spin up / spin down) is -0.004 / -0.061 Eh. Its multiplicity is 3.

---

Per-record electronic energy, Eh: -451.83227 -3213.08348 -392.73352
Per-record ΔE to the lowest compared entry with this formula, charge and spin, kJ/mol: 534.8 0.0 232.1